# 1
The following is a quantum chemistry calculation of C25H28BrF2N2OPdSTe as an isolated structure, from the OMol25 dataset.

Each line ends with the Mulliken charge.
Element x y z (Å)
Pd  1.4185  0.1693  -0.5321  -0.0919
Br  3.6718  -0.3889  0.8634  -0.2448
C  4.3971  1.3362  0.4456  0.9158
C  5.7062  1.5555  0.7421  -0.6911
C  6.2612  2.8228  0.4723  -0.6015
C  5.4846  3.8112  -0.0559  -0.9110
C  4.1190  3.5868  -0.3562  0.7688
C  3.3083  4.6190  -0.8866  -0.7551
C  1.9944  4.3968  -1.1749  -1.1789
C  1.4308  3.1200  -0.9627  0.0648
C  2.1790  2.0851  -0.4657  -0.1791
C  3.5420  2.3081  -0.1219  0.8316
H  6.3128  0.7742  1.1775  0.4504
H  7.3039  2.9995  0.6944  0.3984
H  5.9039  4.7888  -0.2564  0.3906
H  3.7548  5.5897  -1.0593  0.3996
H  1.3815  5.1915  -1.5790  0.4225
H  0.3920  2.9627  -1.2316  0.3920
C  -2.0440  3.0199  0.2170  -0.7168
C  -2.8097  2.4100  -0.9493  -0.9471
N  -3.1348  0.9999  -0.7385  0.0966
C  -4.3966  0.6568  -0.0608  -0.6841
C  -4.2258  0.3907  1.4270  -0.8202
C  -2.2950  0.0303  -1.0715  0.4477
S  -0.8254  0.4110  -1.9514  -0.1254
N  -2.6095  -1.2242  -0.7700  -0.1702
C  -1.7326  -2.1576  -1.1672  0.0929
O  -0.6559  -1.8887  -1.7550  -0.5998
C  -2.0274  -3.5678  -0.8276  0.4741
C  -1.2485  -4.5800  -1.3848  -0.2541
C  -1.4932  -5.9004  -1.0495  -0.7060
C  -2.5075  -6.2115  -0.1527  -0.3869
C  -3.2849  -5.2038  0.4034  -0.7311
C  -3.0518  -3.8815  0.0635  -0.2702
H  -1.7593  4.0453  -0.0170  0.4009
H  -1.1334  2.4535  0.4240  -0.0090
H  -2.6507  3.0382  1.1212  0.3313
H  -2.2422  2.4968  -1.8772  0.5515
H  -3.7498  2.9379  -1.1042  0.3770
H  -4.8084  -0.2200  -0.5559  0.4812
H  -5.0752  1.4918  -0.2302  0.3924
H  -3.5396  -0.4400  1.5869  0.1070
H  -5.1889  0.1290  1.8647  0.3883
H  -3.8463  1.2673  1.9513  0.2667
H  -0.4671  -4.3230  -2.0871  0.4497
H  -0.8989  -6.6887  -1.4904  0.4176
H  -2.6967  -7.2440  0.1087  0.4098
H  -4.0774  -5.4511  1.0964  0.4242
H  -3.6560  -3.0858  0.4776  0.4405
F  3.4513  -1.1424  -2.3465  -0.2641
C  2.1364  -1.3021  -2.1940  0.1758
F  1.5187  -1.0010  -3.3317  -0.2046
H  1.8588  -2.2833  -1.8012  0.3343
C  1.0161  0.3225  3.1803  -1.0767
Te  -0.1254  -0.4497  1.5539  0.4383
C  0.4611  -2.4792  1.8158  -0.7830
H  1.5266  -0.5062  3.6632  0.3770
H  0.3351  0.8040  3.8757  0.4031
H  1.7403  1.0345  2.7958  0.3121
H  0.1564  -2.8009  2.8089  0.3948
H  1.5399  -2.5562  1.7043  0.3019
H  -0.0443  -3.0785  1.0610  0.0819

Atomic forces in eV per Å
Pd -0.4 0.0 0.0
Br 0.1 0.0 -0.1
C 0.0 0.0 0.0
C 0.0 0.0 0.0
C 0.0 0.0 0.0
C 0.0 0.0 0.0
C 0.0 0.0 0.0
C 0.0 0.0 0.0
C 0.0 0.0 0.0
C 0.0 -0.1 -0.1
C 0.0 0.2 0.0
C 0.0 0.0 0.1
H 0.0 0.0 0.0
H 0.0 0.0 0.0
H 0.0 0.0 0.0
H 0.0 0.0 0.0
H 0.0 0.0 0.0
H 0.0 0.0 0.0
C 0.0 0.0 0.0
C 0.0 0.1 0.0
N 0.1 0.0 0.0
C 0.0 0.0 0.0
C 0.0 0.0 0.0
C -0.1 -0.1 0.0
S 0.2 -0.1 -0.1
N -0.1 0.1 0.0
C 0.1 0.0 0.1
O 0.0 0.0 -0.1
C 0.0 0.0 0.0
C 0.0 0.0 0.0
C 0.0 0.0 0.0
C 0.0 0.0 0.0
C 0.0 0.0 0.0
C 0.0 0.0 0.0
H 0.0 0.0 0.0
H 0.0 0.0 0.0
H 0.0 0.0 0.0
H 0.0 0.0 0.0
H 0.0 0.0 0.0
H 0.0 0.0 0.0
H 0.0 0.0 0.0
H 0.0 0.0 0.0
H 0.0 0.0 0.0
H 0.0 0.0 0.0
H 0.0 0.0 0.0
H 0.0 0.0 0.0
H 0.0 0.0 0.0
H 0.0 0.0 0.0
H 0.0 0.0 0.0
F -0.1 0.0 0.0
C 0.1 -0.1 0.0
F 0.0 0.0 0.0
H 0.0 0.0 -0.1
C 0.0 0.0 -0.1
Te 0.1 -0.1 0.2
C 0.0 0.0 0.0
H 0.0 0.0 0.0
H 0.0 0.0 0.0
H 0.0 0.0 0.0
H 0.0 0.0 0.0
H 0.0 0.0 0.0
H 0.0 0.0 0.0

Calculated values
Charge: +1
Highest occupied orbital energy (alpha / beta), eV: -10.6 / -10.8
Energy relative to the best compared isomer or geometry (same formula, charge and spin), kJ/mol: 0.0
Spin multiplicity: 5
Gap between HOMO and LUMO (alpha / beta), eV: 7.8752 / 5.8016
Total energy, hartree: -4721.6854

# 2
The following is a quantum chemistry calculation of CH3FOS as an isolated structure, from the OMol25 dataset.

Each line ends with the Mulliken charge.
Element x y z (Å)
C  -0.9662  0.1207  0.0349  -0.7074
O  1.5973  -0.0085  -0.6298  -0.2794
F  2.2392  -1.0145  0.3714  -0.3230
S  0.5729  1.1026  0.1922  0.3920
H  -1.3304  0.3467  -1.0327  0.3019
H  -1.4305  0.3521  0.9585  0.3453
H  -0.6822  -0.8992  0.1054  0.2706

Atomic forces in eV per Å
C 1.6 1.4 -1.6
O -4.3 6.5 -2.4
F 2.9 -4.4 4.0
S 1.2 -2.9 -2.1
H -0.2 -0.2 2.0
H -1.7 0.6 0.3
H 0.6 -1.0 -0.2

Calculated values
Highest occupied orbital energy (alpha / beta), eV: -7.7 / -9.9
Energy relative to the best compared isomer or geometry (same formula, charge and spin), kJ/mol: 332.9
Spin multiplicity: 3
Gap between HOMO and LUMO (alpha / beta), eV: 7.9737 / 6.3893
Total energy, hartree: -612.9298

# 3
The following is a quantum chemistry calculation of a single C4H9NO2 molecule, from the OMol25 dataset.

Each line ends with the Mulliken charge.
Element x y z (Å)
C  0.2251  1.6800  0.1479  -1.0306
C  0.1632  0.3763  0.3340  0.8388
C  1.2357  -0.5158  0.8462  -0.5225
O  2.5074  0.1890  0.9309  -0.5627
C  -1.1003  -0.5046  0.0046  -0.2622
N  -0.7833  -1.3039  -1.1574  -0.5555
O  -2.2752  0.2576  -0.1255  -0.5397
H  1.1052  2.2310  0.4355  0.3426
H  -0.6054  2.2585  -0.2229  0.2068
H  1.3313  -1.3994  0.2025  0.3276
H  1.0189  -0.8180  1.8739  0.2672
H  2.7758  0.4431  0.0405  0.3284
H  -1.3114  -1.1923  0.8315  0.3763
H  -0.5988  -0.7151  -1.9633  0.2395
H  -1.5497  -1.9269  -1.3852  0.2411
H  -2.1384  0.9407  -0.7931  0.3051

Atomic forces in eV per Å
C 0.1 0.0 0.2
C -1.7 -1.6 -0.3
C 1.8 1.1 0.0
O -0.5 -0.6 0.1
C 0.8 0.9 -0.2
N 0.0 -0.1 0.0
O -0.4 0.2 0.0
H 0.2 0.0 -0.1
H -0.2 0.0 0.0
H -0.1 0.1 0.2
H 0.0 -0.1 -0.1
H -0.1 -0.1 0.0
H 0.2 0.2 0.0
H 0.0 0.0 0.1
H 0.0 0.1 0.0
H 0.0 -0.1 0.0

Calculated values
Highest occupied orbital energy, eV: -9.9
Structure (SMILES): C=C(CO)[C@H](N)O
Energy relative to the best compared isomer or geometry (same formula, charge and spin), kJ/mol: 196.4
Gap between HOMO and LUMO, eV: 10.7061
Total energy, hartree: -363.0107

# 4
The following is a quantum chemistry calculation of C26H42N3PtSeSi4Te as an isolated structure, from the OMol25 dataset.

Each line ends with the Mulliken charge.
Element x y z (Å)
Pt  0.4461  1.5788  0.8934  1.0647
C  2.8853  1.7801  3.7915  -1.3185
N  2.3237  2.3324  2.5717  -0.0244
C  2.4164  3.5929  2.3957  0.0164
C  1.8129  4.2403  1.2701  0.2222
C  2.0466  5.5095  0.7471  -0.8641
C  1.2745  5.5967  -0.4200  -1.0068
C  0.6006  4.3853  -0.5363  -0.2346
N  0.9109  3.5641  0.4917  -0.0812
C  1.8037  1.0757  4.5773  0.5870
C  1.6416  -0.3004  4.5012  -0.4121
C  0.5824  -0.9251  5.1467  -0.5252
C  -0.3231  -0.1747  5.8804  -0.4431
C  -0.1643  1.2026  5.9685  -0.6691
C  0.8920  1.8209  5.3187  -0.1799
H  3.3310  2.5725  4.4102  0.4504
H  3.6736  1.0677  3.5354  0.3660
H  2.9620  4.2292  3.1039  0.2327
H  2.7222  6.2492  1.1500  0.4105
H  1.2095  6.4312  -1.1008  0.4348
H  -0.1197  4.0886  -1.2781  0.3863
H  2.3369  -0.8864  3.9118  0.4542
H  0.4550  -1.9963  5.0544  0.4004
H  -1.1579  -0.6583  6.3723  0.3725
H  -0.8757  1.7967  6.5285  0.3709
H  1.0003  2.8993  5.3650  0.3537
Se  -1.8312  1.4859  1.3880  -0.4330
C  -2.7416  2.5424  0.0980  0.6192
C  -4.0095  3.0420  0.4118  -0.5619
C  -4.7064  3.7676  -0.5357  -0.3777
N  -4.2506  4.0392  -1.7612  -0.6687
C  -3.0432  3.5595  -2.0505  -0.3867
C  -2.2627  2.8177  -1.1775  -0.4092
H  -4.4451  2.8712  1.3887  0.3744
H  -5.6897  4.1612  -0.2946  0.3425
H  -2.6707  3.7722  -3.0491  0.3616
H  -1.2934  2.4491  -1.4809  0.3318
C  0.8260  -5.1079  -2.3626  -1.0867
Si  0.8983  -4.0696  -0.7806  0.3771
C  -0.2031  -4.9008  0.5098  -0.9600
C  2.6753  -4.1083  -0.1398  -1.0916
Si  0.1428  -1.8646  -1.0711  0.1304
Te  0.4862  -0.9482  1.2401  -0.3332
Si  1.4613  -0.7462  -2.6530  0.1634
C  3.2710  -0.7619  -2.1221  -0.9546
C  1.2810  -1.6320  -4.3200  -1.0563
C  0.9348  1.0465  -2.8785  -0.4585
Si  -2.1491  -1.9267  -1.6308  0.3980
C  -2.5556  -3.4978  -2.6113  -1.1591
C  -3.1936  -1.9247  -0.0704  -0.7910
C  -2.6357  -0.4566  -2.7041  -0.5982
H  0.9652  -6.1665  -2.1242  0.3698
H  1.6101  -4.8164  -3.0658  0.2983
H  -0.1352  -5.0015  -2.8694  0.2504
H  0.1668  -5.9030  0.7452  0.3872
H  -1.2325  -4.9924  0.1531  0.2301
H  -0.2259  -4.3155  1.4324  0.2537
H  2.9100  -5.0957  0.2685  0.3615
H  2.8170  -3.3678  0.6507  0.2470
H  3.3933  -3.8908  -0.9340  0.2760
H  3.6239  -1.7679  -1.8860  0.1911
H  3.4027  -0.1457  -1.2297  0.2186
H  3.9017  -0.3545  -2.9175  0.3831
H  1.3345  -2.7184  -4.2170  0.2125
H  2.0670  -1.3207  -5.0144  0.3775
H  0.3165  -1.3893  -4.7745  0.2746
H  0.9196  1.5468  -1.9051  -0.2853
H  -0.0639  1.1185  -3.3160  0.2113
H  1.6373  1.5814  -3.5240  0.4556
H  -2.4076  -4.3968  -2.0076  0.2545
H  -1.9319  -3.5883  -3.5047  0.3089
H  -3.6009  -3.4762  -2.9336  0.3887
H  -2.9012  -2.7325  0.6056  0.2400
H  -4.2517  -2.0465  -0.3236  0.3454
H  -3.0620  -0.9847  0.4678  0.1161
H  -2.1075  -0.4584  -3.6616  0.3062
H  -2.4174  0.4845  -2.1961  -0.2228
H  -3.7097  -0.4832  -2.9112  0.4143

Atomic forces in eV per Å
Pt 0.8 0.1 0.5
C -0.1 -0.1 0.0
N 0.1 0.0 -0.2
C -0.1 0.1 -0.1
C 0.0 0.1 0.1
C 0.0 -0.1 0.0
C 0.0 0.0 0.0
C -0.1 0.0 0.2
N -0.2 0.1 -0.4
C 0.0 0.0 0.0
C 0.1 0.0 0.1
C 0.0 0.0 0.0
C 0.0 0.0 0.0
C 0.0 0.0 0.0
C 0.0 0.0 0.0
H 0.0 0.0 0.0
H 0.0 0.0 0.0
H 0.0 -0.1 0.0
H 0.0 0.0 0.0
H 0.0 0.0 0.0
H 0.1 0.1 0.0
H 0.0 0.0 0.0
H 0.0 0.0 0.0
H 0.0 0.0 0.0
H 0.0 0.0 0.0
H 0.0 0.0 0.0
Se -0.6 0.1 -0.3
C -0.1 0.1 0.1
C 0.0 0.0 0.0
C 0.0 0.0 0.0
N -0.1 0.0 0.0
C 0.1 -0.1 0.0
C -0.1 0.0 0.0
H 0.0 0.0 0.0
H 0.0 0.0 0.0
H 0.0 0.0 0.0
H 0.0 -0.1 0.0
C 0.0 0.0 0.1
Si 0.0 0.0 0.0
C 0.0 0.0 -0.1
C -0.1 0.0 0.0
Si -0.1 0.1 0.0
Te 0.1 -0.3 0.0
Si -0.1 0.0 0.0
C -0.1 0.0 0.0
C 0.0 0.0 0.0
C 0.0 -0.1 0.1
Si 0.0 0.0 0.0
C 0.0 0.1 0.0
C 0.0 -0.1 -0.1
C 0.0 -0.1 0.0
H 0.0 0.0 0.0
H 0.0 0.0 0.0
H 0.0 0.0 0.0
H 0.0 0.0 0.0
H 0.0 0.0 0.0
H 0.0 0.0 0.0
H 0.0 0.0 0.0
H 0.0 0.0 0.0
H 0.0 0.0 0.0
H 0.0 0.0 0.0
H 0.0 0.0 0.0
H 0.0 0.0 0.0
H 0.0 0.0 0.0
H 0.0 0.0 0.0
H 0.0 0.0 0.0
H 0.0 0.0 0.0
H 0.0 0.0 0.0
H 0.0 0.0 0.0
H 0.0 0.0 0.0
H 0.0 0.0 0.0
H 0.0 0.0 0.0
H 0.0 0.0 0.0
H 0.0 0.0 0.0
H 0.0 0.0 0.0
H 0.0 0.0 0.0
H 0.0 0.0 0.0
H 0.0 0.0 0.0

Calculated values
Charge: -1
Highest occupied orbital energy, eV: -4.3
Energy relative to the best compared isomer or geometry (same formula, charge and spin), kJ/mol: 134.3
Gap between HOMO and LUMO, eV: 6.7289
Total energy, hartree: -5127.1478